[1]
Density functional theory data (ωB97M-V/def2-TZVPD) for the molecule C4H7ClO at a distorted geometry.

Geometry as XYZ:
```
13
Properties=species:S:1:pos:R:3:forces:R:3:lowdin_charge:R:1
C -0.54004 -1.69917 0.76592 -3.8 -0.8 -1.5 -0.010
C -0.50004 -0.47915 -0.07939 -3.3 0.5 0.4 -0.362
O 0.18074 -0.54356 -1.28683 0.6 -0.9 -1.7 0.030
C 0.66772 0.28887 -0.27300 2.2 -0.4 1.3 -0.396
C 0.47997 1.67487 -0.60226 3.8 1.9 2.3 -0.517
Cl 0.00733 2.74056 0.77243 0.2 -0.2 0.1 0.554
H -0.59465 -2.65097 0.18329 0.0 0.9 0.3 0.108
H 0.31842 -1.66426 1.27384 3.2 -0.5 2.4 0.029
H -1.41650 -1.65240 1.45243 0.7 -0.1 -0.4 0.101
H -1.40422 0.20347 -0.15892 0.6 -1.3 0.3 0.165
H 1.63590 0.00771 0.17066 -0.5 -0.1 -0.1 0.169
H -0.27293 1.72803 -1.23889 -3.1 0.6 -3.2 0.032
H 1.43828 2.04600 -0.97928 -0.5 0.4 -0.2 0.098
```
Positions in Å, forces in eV/Å.

HOMO: -10.4 eV
electronic energy: -691.97484 a.u.
SMILES: C[C@@H]1O[C@H]1CCl
relative energy (zero: lowest compared OMol25 entry of this formula, charge and spin): 186.6 kJ/mol

[2]
Density functional theory data (ωB97M-V/def2-TZVPD) for a structure of composition C23H48BCl2CsF4NO6S3 at a distorted geometry.

Geometry as XYZ:
```
89
Properties=species:S:1:pos:R:3:forces:R:3:lowdin_charge:R:1
Cs -5.06685 -1.59235 -0.88687 0.2 0.0 -0.2 1.057
C -3.38596 -3.04656 2.86447 0.9 -0.2 -0.5 -0.087
C -2.26038 -3.69191 2.01918 -0.7 0.2 0.5 -0.241
C -1.00461 -2.82863 1.88578 -0.3 -0.7 -0.1 -0.170
C 0.07841 -3.71134 1.26998 1.3 1.9 -0.7 -0.086
N 1.40660 -2.95862 1.11802 0.5 -0.2 0.6 -0.246
C 2.44687 -3.84146 0.42526 -1.0 0.6 0.0 -0.084
C 3.76919 -3.30630 0.93459 -0.3 -0.4 0.2 -0.127
C 3.52005 -3.05725 2.42535 -0.6 -0.4 0.4 -0.119
C 2.01001 -2.70140 2.48551 0.4 0.4 0.7 -0.098
C 1.33531 -1.66022 0.38557 -0.2 0.8 1.1 -0.003
H -3.72613 -2.11941 2.39955 -0.2 -0.1 0.0 0.052
H -2.99818 -2.77930 3.84782 -0.1 -0.1 0.1 0.078
H -4.17198 -3.79049 2.97629 -0.3 0.3 0.1 0.074
H -2.66417 -3.96507 1.03914 0.1 0.1 -0.1 0.108
H -2.04031 -4.65121 2.49612 0.3 0.0 0.0 0.112
H -0.76672 -2.36991 2.84842 0.4 -0.4 0.2 0.128
H -1.18421 -1.97462 1.24153 -0.1 -0.1 -0.2 0.082
H -0.15749 -3.91756 0.22599 -0.4 -0.5 0.1 0.141
H 0.39129 -4.60042 1.80809 -0.6 -0.2 0.2 0.133
H 2.29481 -3.69504 -0.64312 0.1 -0.2 0.0 0.138
H 2.17017 -4.85787 0.70430 0.5 -0.1 0.0 0.133
H 3.92713 -2.36033 0.42561 0.6 -0.1 -0.1 0.115
H 4.53743 -4.04712 0.72497 0.3 0.3 0.0 0.127
H 4.11947 -2.28623 2.90353 0.0 0.3 -0.5 0.112
H 3.73354 -3.93158 3.04421 -0.2 -0.3 -0.3 0.115
H 1.89519 -1.65560 2.76535 -0.1 0.0 -0.4 0.098
H 1.43855 -3.24378 3.23715 0.2 -0.4 -0.2 0.128
H 2.30776 -1.17959 0.46453 0.1 -0.4 -0.8 0.068
H 0.77912 -0.95237 1.00315 -0.5 -0.3 -0.3 0.092
H 0.91462 -1.74467 -0.60796 0.1 -0.2 -0.1 0.098
B -2.02942 -0.25137 -0.54118 0.8 0.6 -0.6 -1.407
F -2.82008 0.42537 -1.50823 -0.1 0.3 0.5 0.034
F -2.82225 -0.53155 0.59172 -0.3 -0.2 0.0 -0.009
F -1.62186 -1.42016 -1.19884 0.0 -0.8 0.3 0.091
F -0.89133 0.44479 -0.12937 -0.5 0.1 -0.1 0.130
C -4.08484 5.00976 -1.27951 0.7 -0.6 -0.1 -0.181
C -4.40748 3.61803 -0.63134 0.1 0.6 -0.1 -0.197
C -3.47849 3.37035 0.53164 1.0 0.0 1.3 -0.213
S -1.92059 4.24754 0.17456 -0.3 0.9 -1.3 0.679
O -1.17440 3.47184 -0.78593 0.2 -0.5 0.2 -0.319
O -1.24161 4.79621 1.33092 -0.6 -0.6 -0.2 -0.321
C -2.71165 5.54380 -0.79916 -1.0 0.0 0.7 -0.213
H -4.81647 5.77545 -1.04034 -0.3 -0.2 0.0 0.107
H -4.10340 4.81836 -2.35051 0.1 0.4 -0.1 0.109
H -4.25110 2.82558 -1.35759 0.0 0.0 -0.2 0.101
H -5.46024 3.64237 -0.35498 0.1 -0.3 0.3 0.112
H -3.14491 2.34697 0.72038 -0.2 -0.1 -0.4 0.092
H -3.79868 3.73797 1.50983 -0.2 0.3 -0.2 0.110
H -2.07045 5.88670 -1.60274 0.3 -0.1 0.1 0.105
H -2.91392 6.33854 -0.07993 0.3 0.2 -0.2 0.100
C 0.95924 1.89596 4.03142 -0.6 0.5 1.0 -0.204
C 0.50926 2.04691 2.57499 0.4 -0.5 -0.8 -0.205
C 1.74940 2.37491 1.74614 0.1 0.8 0.2 -0.207
S 3.09188 1.43493 2.47767 -0.3 0.2 2.2 0.733
O 4.27975 2.24616 2.70927 -0.6 -1.0 -1.2 -0.317
O 3.07608 0.08276 1.94654 0.8 0.3 -0.5 -0.358
C 2.34550 1.23624 4.14351 -0.3 0.2 -0.5 -0.198
H 0.12202 1.48512 4.60327 0.4 -0.7 0.0 0.112
H 1.12019 2.82054 4.59447 -0.4 0.5 -0.8 0.115
H -0.25792 2.78634 2.34300 0.2 0.3 0.6 0.092
H 0.06906 1.12913 2.16742 0.2 -0.2 0.4 0.098
H 2.00322 3.42117 1.93339 0.2 0.0 -0.2 0.118
H 1.65307 2.21256 0.67604 0.2 -0.3 0.0 0.085
H 2.98546 1.80046 4.81445 0.0 0.0 0.0 0.093
H 2.38732 0.19319 4.45091 -0.1 -0.1 -0.3 0.090
C 0.88306 1.65098 -4.14211 0.6 0.7 0.2 -0.184
C 2.28686 2.26954 -4.35425 1.2 -0.1 0.2 -0.204
C 3.27802 1.30849 -3.70960 0.6 -1.9 -0.8 -0.243
S 2.46754 0.59494 -2.31942 -1.2 -0.2 1.0 0.683
O 2.93749 1.10627 -1.04774 0.2 -0.3 -0.3 -0.324
O 2.38522 -0.85018 -2.51884 0.1 0.5 0.2 -0.346
C 0.84779 1.33035 -2.62950 1.1 0.6 -1.0 -0.192
H 0.78499 0.80225 -4.81752 -0.2 -0.2 0.2 0.112
H 0.18142 2.43536 -4.42015 -0.4 -0.3 0.1 0.116
H 2.47087 3.23088 -3.86828 -0.7 0.2 -0.1 0.123
H 2.56526 2.37793 -5.40159 -0.3 0.1 -0.1 0.119
H 4.32657 1.49944 -3.48398 -0.3 1.0 0.2 0.118
H 3.37137 0.39105 -4.30855 -0.2 0.3 -0.3 0.104
H 0.94443 2.31323 -2.16615 -0.4 -0.2 0.5 0.100
H 0.09454 0.72037 -2.15595 -0.3 0.0 -0.2 0.081
Cl -3.34854 -2.62961 -4.01796 0.3 0.3 -0.3 0.507
C -1.69077 -1.92948 -4.29908 -0.4 0.6 0.6 -0.604
C -0.64185 -2.90077 -3.84732 0.7 0.3 -0.5 -0.674
Cl -0.33614 -4.19133 -5.03978 -0.1 -0.1 0.0 0.563
H -1.61757 -1.00452 -3.72259 -0.2 -0.3 0.5 0.059
H -1.60697 -1.55434 -5.31679 -0.1 -0.8 -0.3 0.081
H -0.86203 -3.36273 -2.89171 -0.2 0.1 0.0 0.056
H 0.29954 -2.35279 -3.76450 0.0 0.0 0.1 0.062
```
Positions in Å, forces in eV/Å.

HOMO: -11.9 eV
net charge: +1
electronic energy: -3970.79065 a.u.

Frontier orbital gap, respectively: 11.505; 9.212 eV.